DFT (wB97M-V/def2-TZVPD) results for a structure of composition C41H54O6P2SSi2Tl.

Geometry as XYZ:
```
107
Properties=species:S:1:pos:R:3:forces:R:3
Tl -1.18198 0.18102 0.07207 0.0 0.0 -0.7
O -0.27416 4.00303 -0.34062 0.2 -0.6 0.9
C 0.54114 3.64924 0.50655 0.2 1.5 0.2
O 0.75623 2.20556 0.71021 0.5 0.4 0.0
C 1.44803 4.41253 1.37670 -2.3 -0.3 -0.9
C 1.20994 5.67474 1.98893 0.4 1.0 -0.5
C 2.06838 6.10880 2.99933 -1.5 0.4 -1.3
C 3.07121 5.25024 3.49682 1.0 -0.8 0.5
C 3.31011 4.01626 2.93631 0.1 0.7 0.5
C 2.48114 3.61351 1.87836 1.3 -1.9 0.2
P 2.29835 1.98771 1.29826 0.0 0.6 0.6
C 2.58172 0.88904 2.64123 0.4 -0.6 0.1
C 3.80112 0.16491 2.61406 0.5 -0.7 0.7
C 4.16607 -0.64565 3.70000 -0.4 -0.2 -0.4
C 3.33409 -0.73060 4.81996 0.5 0.3 0.7
C 2.29571 0.19340 4.98197 -0.9 -0.3 -0.5
C 1.86810 0.90270 3.86501 -0.6 0.6 0.4
C 3.24431 1.43699 -0.10093 -0.4 0.1 -0.5
C 3.30363 0.10129 -0.51138 0.5 -1.1 0.3
C 4.11658 -0.28161 -1.58960 -0.8 0.2 0.4
C 4.63240 0.70878 -2.41164 0.4 -0.5 -0.9
C 4.45810 2.06384 -2.11480 0.0 -0.4 0.1
C 3.83495 2.39722 -0.92141 0.4 1.1 -0.5
H 0.41044 6.31804 1.54626 0.7 -0.5 0.6
H 2.02594 7.13894 3.35667 -0.3 -0.3 0.1
H 3.64292 5.55717 4.36773 0.1 0.1 -0.2
H 4.12043 3.37598 3.30837 -0.5 0.2 -0.1
H 4.46711 0.19270 1.75467 -0.2 0.1 0.2
H 5.07653 -1.26185 3.68240 -0.4 0.3 -0.2
H 3.54089 -1.44979 5.61145 0.2 0.3 -0.1
H 1.72185 0.29352 5.92949 0.5 -0.3 -0.8
H 0.93285 1.48118 3.96200 0.8 -0.1 -0.1
H 2.79449 -0.66983 0.08925 0.2 0.4 -0.3
H 4.25773 -1.34078 -1.83185 -0.1 0.4 0.1
H 5.13393 0.37460 -3.33276 -0.1 0.4 0.4
H 4.81087 2.83317 -2.80503 0.0 -0.2 0.3
H 3.83623 3.45596 -0.64608 -0.3 -0.3 0.2
C 0.55237 0.91328 -5.03443 -0.8 0.8 -0.9
P -0.12640 1.58183 -3.47265 0.1 -0.6 1.3
C -1.87519 1.89651 -3.94143 0.1 0.5 -0.6
C 0.53052 3.28895 -3.51369 0.6 0.1 -0.4
H 0.23993 1.59323 -5.85096 0.3 -0.3 0.0
H 0.18273 -0.07029 -5.27669 -0.5 -0.3 0.1
H 1.61925 0.80792 -5.03035 0.7 0.3 0.2
H -1.90290 2.48987 -4.88579 -0.2 0.0 0.7
H -2.42525 2.38039 -3.10379 0.4 -0.2 -0.6
H -2.36490 0.95881 -4.17365 -0.1 -0.3 0.2
H 0.46334 3.64264 -4.55133 0.0 0.3 0.2
H 1.59550 3.31318 -3.20030 -0.6 -0.1 -0.2
H -0.02392 3.93672 -2.82857 0.0 -0.2 -0.1
C -5.88167 2.55997 -1.64168 -1.2 1.3 -0.9
C -5.24535 2.29291 -0.31207 0.2 -0.2 0.2
O -4.11180 1.42807 -0.51768 0.1 0.8 0.7
H -6.82860 3.15499 -1.50818 0.8 -0.3 0.0
H -6.21170 1.68941 -2.22480 0.5 -0.1 0.4
H -5.20765 3.17735 -2.26285 -0.3 -0.4 0.1
H -5.97668 1.78603 0.33683 0.3 0.1 0.1
H -4.97228 3.26410 0.16484 0.0 -0.7 -0.2
H -3.31308 1.86637 -0.16604 -0.5 -0.2 -0.4
C 0.38418 -4.51502 2.38716 -1.2 -0.3 0.8
C 1.10720 -3.81345 1.46541 1.3 0.3 -0.7
C 0.73326 -3.78440 0.11982 0.2 0.3 -0.3
C -0.47379 -4.37340 -0.29883 0.9 0.5 -0.1
C -1.27562 -4.89850 0.70337 -1.7 -1.2 0.0
C -0.88736 -4.98138 2.03100 0.4 -0.1 0.1
Si -0.92749 -4.34839 -2.10843 -0.2 0.1 0.6
C 0.56665 -3.94458 -3.12823 -0.1 -0.3 -0.2
C 1.78909 -4.57814 -2.91058 0.8 0.1 0.0
C 2.94393 -4.15675 -3.58802 -1.2 0.6 -0.5
C 2.83378 -3.14734 -4.55168 0.3 0.3 -0.5
C 1.60475 -2.51433 -4.79957 0.3 -1.1 -0.6
C 0.48701 -2.96453 -4.11199 -0.7 0.9 0.2
H 0.76580 -4.69982 3.39158 -0.1 0.4 -0.2
H 2.03969 -3.33133 1.77825 -0.3 -0.2 -0.2
H 1.42213 -3.31270 -0.61347 -0.7 -0.3 0.6
H -2.25223 -5.39485 0.45215 0.9 0.7 0.1
H -1.56213 -5.44131 2.76040 0.4 0.1 -0.2
H -1.61033 -5.61305 -2.47128 -0.1 0.1 -0.1
H 1.87181 -5.39919 -2.19865 0.0 0.2 0.0
H 3.90782 -4.57698 -3.40720 0.4 -0.5 0.2
H 3.71928 -2.88287 -5.17535 -0.7 -0.1 0.7
H 1.47784 -1.84043 -5.65369 0.2 0.0 0.6
H -0.50179 -2.50964 -4.29089 0.6 -0.1 -0.1
C -4.56504 -3.19330 -1.70258 0.4 -0.3 0.4
S -3.32949 -2.44619 -2.74016 -0.6 1.3 -1.4
O -2.03322 -3.06740 -2.18042 0.7 -0.8 -0.2
O -3.54584 -2.78995 -4.14461 0.4 -0.2 1.8
O -3.25091 -1.05823 -2.39739 -0.3 -0.4 -0.2
H -4.98821 -4.04622 -2.23500 0.1 0.0 0.2
H -5.31827 -2.43651 -1.50364 0.0 0.0 -0.1
H -4.08100 -3.46602 -0.73844 -0.4 0.1 -0.7
C -2.77961 1.45937 4.23528 0.3 -0.3 0.5
Si -2.43563 -0.27106 3.46096 1.3 0.8 -0.2
C -4.02873 -0.62806 2.51626 -0.8 -1.5 0.2
C -1.99493 -1.42481 4.90442 0.0 0.1 0.5
C -0.92063 -0.17869 2.33458 -0.7 0.4 0.6
H -3.38435 1.43721 5.19040 0.5 0.0 -1.1
H -3.23964 2.14931 3.51017 0.1 -0.2 0.3
H -1.77215 1.84656 4.47618 -0.4 0.1 0.1
H -4.92755 -0.74079 3.18578 0.8 0.3 -0.5
H -3.99297 -1.59086 1.92856 0.1 0.9 0.4
H -4.21865 0.18915 1.81059 0.0 -0.1 0.1
H -2.80283 -1.48541 5.65522 0.1 -0.3 -0.3
H -1.12576 -0.99854 5.47073 -0.5 -0.2 -0.7
H -1.69568 -2.42610 4.54084 -0.2 0.4 0.3
H -0.29289 -1.08016 2.22958 -0.1 0.2 0.5
H -0.29316 0.71488 2.51867 -0.3 -0.6 0.1
```
Positions in Å, forces in eV/Å.

As for the charge: -1. The calculation puts the molar mass at 997.45 g/mol. Its frontier orbital gap (alpha / beta) is 2.9 / 3.0 eV. The value obtained for the total energy is -105538.46585 eV.

DFT (wB97M-V/def2-TZVPD) results for a structure of composition C41H55CrN4OSSbSi3.

Geometry as XYZ:
```
107
Properties=species:S:1:pos:R:3:forces:R:3
Cr -0.02810 0.08634 -1.00270 -0.8 -0.2 -0.3
N -1.93715 -0.20320 -2.02941 0.1 0.3 -0.1
C -2.14968 -0.83125 -3.30756 0.0 0.0 0.0
C -3.42682 -1.31735 -3.57280 0.0 0.0 0.0
C -3.73231 -1.93030 -4.77292 0.0 0.0 0.0
C -2.72980 -2.05541 -5.72218 0.0 0.0 0.0
C -1.45970 -1.58248 -5.44930 0.0 -0.1 0.0
C -1.11707 -0.94906 -4.24468 0.0 0.0 0.1
C 0.32475 -0.59198 -4.01775 -0.1 -0.1 -0.1
C 1.09637 -0.36848 -5.16702 0.0 0.0 0.0
C 2.47878 -0.36301 -5.12400 0.0 0.0 0.1
C 3.10585 -0.61595 -3.91273 0.0 0.0 -0.1
C 2.33396 -0.71571 -2.76530 0.0 0.1 0.0
C 0.93352 -0.63108 -2.74077 -0.1 -0.1 0.0
H -2.60403 -0.58017 -1.36180 0.1 0.0 0.1
H -2.18854 0.78978 -2.09298 -0.1 -0.1 -0.1
H -4.19589 -1.18788 -2.81829 0.0 0.0 0.0
H -4.73016 -2.30296 -4.96006 0.0 0.0 0.0
H -2.92687 -2.54101 -6.66865 0.0 0.0 0.0
H -0.68691 -1.75494 -6.18362 0.0 0.0 0.0
H 0.60713 -0.19227 -6.11642 0.0 0.0 0.0
H 3.05229 -0.18437 -6.02428 0.0 0.0 0.0
H 4.18662 -0.69193 -3.86247 0.0 0.0 0.0
H 2.85048 -0.84388 -1.82293 0.0 0.0 0.0
N -9.11311 -0.03774 3.80546 0.0 0.0 0.0
C -8.02548 0.13994 3.48120 0.0 0.0 0.0
C -6.66482 0.35922 3.06962 0.0 0.0 0.0
C -6.10189 1.62856 3.17562 0.0 0.0 0.0
C -4.79194 1.83162 2.78055 0.0 0.0 0.0
C -4.03457 0.77834 2.27721 0.0 -0.1 0.0
C -4.60462 -0.48574 2.17528 -0.1 0.1 0.0
C -5.91444 -0.70092 2.56964 0.0 0.0 0.0
C -2.61127 0.99061 1.87759 0.0 -0.1 0.1
C -1.66928 0.78183 2.84586 0.1 0.0 0.0
C -1.93865 0.46300 4.23639 0.0 0.0 0.1
C -0.77042 0.63228 4.90298 0.0 0.0 0.0
C 0.19185 1.02572 3.89923 -0.1 0.1 0.0
N -0.30968 1.09303 2.70330 0.0 0.0 -0.1
C -2.41467 1.54067 0.57231 0.0 0.2 -0.1
C -3.39567 2.29223 -0.10235 -0.1 0.0 -0.1
C -2.75289 2.95198 -1.15162 0.0 -0.1 0.1
C -1.41615 2.55055 -1.07563 0.1 0.2 0.1
N -1.19887 1.69519 -0.05502 0.1 -0.1 -0.3
H -6.69120 2.44479 3.57013 0.0 0.0 0.0
H -4.34370 2.81316 2.86396 0.0 0.0 0.0
H -4.01394 -1.30558 1.79223 0.1 -0.1 0.0
H -6.35838 -1.68438 2.49516 0.0 0.0 0.0
H -2.89566 0.19527 4.65584 0.0 0.0 0.0
H -0.58985 0.51897 5.96008 0.0 0.0 0.0
H 1.24085 1.24654 4.07302 0.0 0.0 0.0
H -4.43557 2.37818 0.17337 0.0 0.0 0.0
H -3.18322 3.63668 -1.86369 0.0 0.0 0.0
H -0.60423 2.83119 -1.73766 0.0 0.0 0.0
C 5.35817 -0.53768 -0.89788 -0.1 0.0 0.0
Si 4.49564 1.10062 -0.56194 0.0 0.0 0.1
C 5.59736 1.95800 0.69525 0.0 0.0 -0.1
C 4.50763 2.10106 -2.15667 0.0 0.0 0.0
Sb 2.09309 0.94379 0.42021 0.6 0.1 0.4
Si 2.62885 -1.10644 1.89198 0.0 0.1 0.0
C 4.28914 -1.02793 2.76128 0.0 0.0 0.0
C 1.38469 -1.62875 3.18574 0.0 0.0 0.0
C 2.61625 -2.47600 0.60241 0.0 0.0 0.0
Si 1.85148 3.42061 1.15712 0.0 -0.1 0.0
C 3.15336 4.06150 2.35408 0.0 0.0 0.0
C 0.22178 3.97543 1.87609 0.0 0.0 0.0
C 2.08606 4.24547 -0.51455 0.0 0.0 0.0
H 6.38784 -0.29171 -1.17339 0.0 0.0 0.0
H 4.92061 -1.10397 -1.71784 0.0 0.0 0.0
H 5.40283 -1.18374 -0.02400 0.0 0.0 0.1
H 6.62615 1.96832 0.32499 0.0 0.0 0.0
H 5.59142 1.46211 1.66466 0.0 0.0 0.1
H 5.29308 2.98883 0.85064 0.0 0.1 0.0
H 5.14615 1.61218 -2.89480 0.0 0.0 0.0
H 4.91037 3.09812 -1.97194 0.0 0.0 0.0
H 3.51917 2.20535 -2.60198 0.0 0.0 0.0
H 4.27967 -0.27742 3.55324 0.0 0.0 0.0
H 5.12131 -0.80379 2.09864 0.0 0.0 0.0
H 4.47915 -1.99993 3.22489 0.0 0.0 0.0
H 1.49798 -1.08020 4.11722 0.0 0.0 0.0
H 1.57033 -2.68562 3.40222 0.0 0.0 0.0
H 0.35884 -1.49461 2.84538 0.0 -0.1 0.0
H 3.44514 -2.42910 -0.09901 0.1 0.0 -0.1
H 1.68975 -2.44570 0.02359 0.0 0.0 0.0
H 2.67106 -3.44033 1.11793 0.0 0.0 0.0
H 3.33199 3.38053 3.18636 0.0 0.0 0.0
H 2.76556 4.99564 2.76893 0.0 0.0 0.0
H 4.10820 4.28179 1.88513 0.1 0.0 0.0
H 0.20255 3.81041 2.95229 0.0 0.0 0.0
H -0.64274 3.48736 1.43917 0.0 0.0 0.0
H 0.16084 5.05320 1.69093 0.0 0.0 0.0
H 3.13323 4.24479 -0.81670 0.1 0.0 0.0
H 1.74940 5.28322 -0.45954 0.0 0.0 0.0
H 1.51684 3.74832 -1.30129 0.0 0.0 0.0
O -0.80940 -1.65063 0.30115 0.1 0.0 0.2
S -1.72442 -2.79511 0.63158 0.0 0.0 -0.1
C -2.18807 -3.52476 -0.98004 0.0 0.0 0.0
C -1.72536 -4.97548 -0.99165 0.0 0.0 0.0
C -0.39677 -4.97745 -0.24238 0.0 0.0 0.0
C -0.67250 -4.21889 1.04808 0.0 0.0 0.0
H -1.61827 -2.92392 -1.69298 0.0 0.0 0.0
H -3.25342 -3.38452 -1.15365 0.0 0.0 0.0
H -1.63665 -5.34297 -2.01387 0.0 0.0 0.0
H -2.44749 -5.61101 -0.47266 0.0 0.0 0.0
H 0.36390 -4.45125 -0.82408 0.0 0.0 0.0
H -0.02953 -5.98382 -0.04287 0.0 0.0 0.0
H 0.20276 -3.79990 1.53696 0.1 0.0 0.1
H -1.23029 -4.82067 1.76817 0.0 0.0 0.0
```
Positions in Å, forces in eV/Å.

As for the expectation value of S²: 6.032. The calculation puts the molar mass at 910.00 g/mol. Its spin multiplicity is 5. Its frontier orbital gap (alpha / beta) is 7.0 / 7.1 eV. The value obtained for the total energy is -120846.30882 eV.

DFT (wB97M-V/def2-TZVPD) results for a structure of composition C41H55N8O5P2SSe2Si2Ta.

Geometry as XYZ:
```
117
Properties=species:S:1:pos:R:3:forces:R:3
Ta 0.15962 0.05727 -0.30264 0.8 0.1 0.2
C -0.19763 -3.06387 2.62906 0.0 0.1 0.0
Si 1.41584 -2.74485 1.65370 0.0 -0.1 -0.1
C 1.52309 -3.81500 0.11348 0.0 0.0 0.0
C 2.72437 -3.44073 2.80337 0.0 0.0 -0.1
C 1.62493 -0.85006 1.26273 -0.1 0.1 -0.1
C 1.01456 -0.03169 2.33722 -0.1 0.1 -0.1
C 1.13631 -0.15649 3.72397 0.0 0.1 0.0
C 0.49464 0.75313 4.53493 0.0 0.0 0.0
C -0.27162 1.77149 3.96472 0.0 0.0 0.0
C -0.38925 1.81736 2.59954 0.1 0.0 0.0
N 0.24566 0.93357 1.80162 -0.2 -0.1 0.3
Si 3.48777 -0.40866 1.25237 0.1 0.1 -0.1
C 4.33536 -0.47992 2.92428 0.0 0.1 -0.1
C 3.75573 1.41573 0.82979 0.0 -0.1 0.0
C 4.41149 -1.52017 0.03128 0.0 0.0 0.1
H -1.86218 -4.08604 2.44242 0.1 0.0 -0.1
H -0.62762 -2.13492 3.02306 0.0 0.0 0.0
H 0.10934 -3.66535 3.49382 0.0 0.0 0.0
H 0.78495 -4.61676 0.19518 0.0 0.0 0.0
H 2.50828 -4.28591 0.07948 0.0 0.0 0.0
H 1.35336 -3.30520 -0.83414 0.0 0.0 0.1
H 2.46096 -4.50068 2.88718 0.0 0.0 0.0
H 2.72434 -3.03558 3.81449 0.0 0.0 0.0
H 3.73762 -3.39912 2.40900 0.1 0.0 0.0
H 1.73592 -0.95047 4.14165 0.0 -0.1 0.0
H 0.58426 0.67939 5.61113 0.0 0.0 0.0
H -0.78034 2.50119 4.57728 0.0 0.0 0.0
H -0.99062 2.57703 2.12159 0.0 0.0 0.0
H 3.90675 0.25477 3.60888 0.0 0.0 0.0
H 5.36897 -0.16586 2.74391 0.0 0.0 0.0
H 4.37442 -1.43756 3.42626 0.0 -0.2 0.0
H 3.57447 2.00094 1.73754 0.0 0.0 0.0
H 3.14998 1.81748 0.02305 0.1 -0.1 0.0
H 4.80612 1.57537 0.57223 0.0 0.0 0.0
H 5.05760 -2.20221 0.58857 0.0 0.0 0.0
H 5.06894 -0.93647 -0.61834 0.0 0.0 0.0
H 3.79038 -2.16480 -0.59479 0.0 0.0 0.0
Se -5.33329 1.40003 -4.93725 0.0 0.0 0.0
P -3.86176 0.01203 -5.46886 0.0 0.0 -0.1
C -4.31821 -1.72635 -5.27722 0.1 0.0 0.0
C -3.34562 -2.71854 -5.15396 0.0 0.0 0.0
C -3.72886 -4.04383 -5.02618 0.0 0.0 0.0
C -5.07666 -4.38118 -5.02798 0.0 0.0 0.0
C -6.04381 -3.39413 -5.15484 0.0 0.0 0.0
C -5.66796 -2.06391 -5.27375 0.0 0.0 0.0
C -3.16986 0.20779 -7.12586 -0.1 0.0 0.0
C -2.75429 1.48147 -7.51227 0.0 0.0 0.0
C -2.24920 1.68654 -8.78328 0.0 0.0 0.0
C -2.17158 0.62509 -9.67881 0.0 0.0 0.0
C -2.59937 -0.63757 -9.30114 0.0 0.0 0.0
C -3.09999 -0.85074 -8.02315 0.0 0.0 0.0
C -2.38098 0.20793 -4.40736 0.0 0.0 -0.1
C -2.18196 0.70334 -3.10277 -0.1 0.0 0.0
N -0.86553 0.67711 -2.84826 0.0 -0.3 0.1
N -0.33688 0.16320 -3.93835 0.0 0.1 0.0
N -1.18311 -0.11526 -4.89276 0.0 -0.1 0.1
P -3.25122 1.41038 -1.83664 -0.1 0.0 0.1
Se -1.93992 1.82349 -0.14331 -0.1 0.1 0.1
C -4.60283 0.37180 -1.29638 0.0 0.0 -0.1
C -5.03412 -0.72692 -2.02856 0.0 0.0 0.0
C -6.11029 -1.47207 -1.57860 0.0 0.0 0.0
C -6.75806 -1.11835 -0.40405 0.0 0.0 0.0
C -6.31699 -0.02938 0.33811 0.0 0.0 0.0
C -5.23350 0.71196 -0.09843 0.0 0.0 0.0
C -3.80793 3.01090 -2.42683 0.0 0.0 0.0
C -2.97204 3.75379 -3.25855 0.0 0.0 0.0
C -3.37427 5.00244 -3.69843 0.0 0.0 0.0
C -4.60527 5.51189 -3.30317 0.0 0.0 0.0
C -5.43512 4.77155 -2.47501 0.0 0.0 0.0
C -5.04250 3.51564 -2.03493 0.1 0.0 0.0
H -2.29371 -2.46183 -5.16234 0.0 0.0 0.0
H -2.97667 -4.81519 -4.92849 0.0 0.0 0.0
H -5.37272 -5.41731 -4.93100 0.0 0.0 0.0
H -7.09312 -3.65746 -5.16114 0.0 0.0 0.0
H -6.41448 -1.28319 -5.35625 0.0 0.0 0.0
H -2.85616 2.31386 -6.82441 0.0 0.0 0.0
H -1.93381 2.67585 -9.08688 0.0 0.0 0.0
H -1.79069 0.78994 -10.67793 0.0 0.0 0.0
H -2.55443 -1.45961 -10.00267 0.0 0.0 0.0
H -3.43926 -1.83755 -7.73789 0.0 0.0 0.0
H -4.52388 -1.02837 -2.92949 0.0 0.0 0.0
H -6.43593 -2.33104 -2.14974 0.0 0.0 0.0
H -7.60219 -1.69908 -0.05676 0.0 0.0 0.0
H -6.81255 0.23934 1.26098 0.0 0.0 0.0
H -4.87630 1.54234 0.49914 0.0 0.0 0.0
H -2.03366 3.33595 -3.60808 0.0 0.0 0.0
H -2.74224 5.57161 -4.36746 0.0 0.0 0.0
H -4.92344 6.48381 -3.65565 0.0 0.0 0.0
H -6.39955 5.16384 -2.18263 0.0 0.0 0.0
H -5.70901 2.92454 -1.42253 0.0 0.0 0.0
O -2.50213 -1.97300 -1.42092 0.0 -0.2 0.0
S -1.33608 -2.28565 -0.63107 0.0 0.3 0.0
O -1.15991 -3.78231 1.85529 0.0 0.0 0.0
O -1.20790 -1.11011 0.49749 -0.3 0.0 0.2
O -0.08905 -1.54717 -1.40941 0.0 -0.2 -0.4
N 2.37290 -0.06116 -4.76996 0.1 0.0 0.1
C 3.44623 0.01758 -3.76242 0.0 0.0 0.0
C 2.89937 0.66091 -2.49547 -0.1 0.0 0.0
N 1.99929 -0.27889 -1.78174 -0.1 -0.2 -0.1
H 2.53594 -0.81626 -5.42685 0.0 0.0 0.0
H 2.36296 0.78815 -5.32729 0.0 0.0 0.0
H 0.68271 0.02424 -4.10132 0.0 0.1 -0.1
H 4.31929 0.56811 -4.11690 0.0 0.1 0.0
H 3.78204 -0.99585 -3.53436 0.0 0.0 0.0
H 2.32995 1.55483 -2.75518 0.0 0.0 0.0
H 3.70651 0.95970 -1.83338 0.0 0.0 0.0
H 2.58101 -0.94548 -1.27516 0.0 0.0 0.0
H 1.54357 -0.86253 -2.48441 0.0 0.0 0.1
N 0.44665 3.89005 -1.58365 0.0 0.0 0.1
C 0.95997 3.17582 -0.57870 -0.1 0.1 -0.1
N 1.43552 3.77642 0.50725 0.0 0.1 0.0
O 1.03400 1.91483 -0.69884 0.1 -0.1 0.0
H 0.27849 4.87817 -1.48474 0.0 0.0 0.0
H -0.15541 3.38277 -2.21495 0.0 0.0 0.0
H 1.44409 4.77849 0.59946 0.0 0.0 0.0
H 1.93033 3.22421 1.18850 0.0 0.0 0.0
```
Positions in Å, forces in eV/Å.

As for the charge: +2. The calculation puts the molar mass at 1229.00 g/mol. Its frontier orbital gap is 6.8 eV. The value obtained for the total energy is -242975.22222 eV.

Sequential energy above the lowest of the compared OMol25 structures with the same formula, charge and spin output: 1.241; 1.678; 0.369 eV